The following is a quantum chemistry calculation of C15H18N2O4S in the gas phase, from the Open Molecules 2025 dataset.

```
40
Properties=species:S:1:pos:R:3:forces:R:3:mulliken_charge:R:1
C -0.811309 1.449967 7.128353 0.1 0.2 0.4 -0.65
O -0.560773 0.890761 5.846216 0.0 -0.2 -0.4 -0.30
C 0.724921 0.682603 5.544298 0.1 0.1 0.2 0.35
O 1.647887 0.945455 6.283073 -0.1 0.0 -0.1 -0.64
C 0.904358 0.101278 4.217084 -0.5 -0.1 -0.3 -0.10
C 0.011943 -0.272897 3.230268 0.1 0.2 0.4 -0.62
C 0.776539 -0.775960 2.169528 0.0 -0.4 -0.4 0.36
S 0.178354 -1.376945 0.617064 0.5 0.6 0.3 1.44
O 1.237835 -2.112431 -0.012544 0.2 0.2 0.0 -0.70
O -1.088919 -2.014550 0.824461 -0.1 0.4 0.1 -0.65
N -0.013824 0.062093 -0.221114 0.3 -0.8 0.3 -0.24
C -1.367407 0.474808 -0.519749 -0.6 -0.1 0.0 -0.84
C -2.018323 -0.346267 -1.646476 0.1 0.2 0.1 -1.07
C -1.200152 -0.258133 -2.901959 -0.1 -0.1 0.0 0.60
C -1.420398 0.754831 -3.827288 0.0 0.0 0.0 -0.57
C -0.630600 0.865036 -4.956204 0.0 0.0 0.0 -0.62
C 0.408344 -0.028396 -5.188831 0.0 0.0 0.0 0.87
C 1.248873 0.084246 -6.424652 -0.1 0.0 0.0 -1.41
C 0.630486 -1.037505 -4.261202 0.0 0.1 -0.1 -0.82
C -0.162193 -1.153984 -3.132766 -0.1 0.0 0.0 -0.32
C 2.104166 -0.695805 2.532433 0.0 -0.2 -0.4 -0.75
N 2.167618 -0.166681 3.765607 0.1 0.1 0.2 0.05
H -0.323938 2.422812 7.220385 -0.1 -0.1 0.0 0.30
H -0.429434 0.791447 7.911130 -0.1 0.1 -0.1 0.30
H -1.890062 1.552972 7.207894 0.1 0.0 0.0 0.22
H -1.054947 -0.206899 3.271794 -0.3 0.0 0.1 0.54
H 0.577975 0.055270 -1.040496 0.2 -0.1 -0.1 0.37
H -1.341928 1.535560 -0.787904 0.0 -0.1 0.1 0.52
H -1.938825 0.349773 0.400636 -0.1 0.2 -0.1 0.31
H -2.087090 -1.381037 -1.309045 -0.1 0.0 -0.1 0.37
H -3.025210 0.038111 -1.818554 0.0 0.0 0.0 0.47
H -2.222375 1.461143 -3.663341 -0.1 0.1 0.0 0.39
H -0.820546 1.656398 -5.667760 0.0 0.1 -0.1 0.37
H 2.208605 -0.408184 -6.288166 0.1 0.0 0.0 0.35
H 0.740999 -0.390194 -7.265072 0.0 0.0 -0.1 0.28
H 1.419602 1.127243 -6.683436 0.1 0.0 -0.1 0.37
H 1.432472 -1.743668 -4.421908 0.1 -0.1 0.0 0.37
H 0.027186 -1.948606 -2.424436 0.0 -0.1 0.0 0.40
H 2.967024 -0.998031 1.974955 0.2 0.0 0.0 0.49
H 2.993063 0.014366 4.317725 -0.1 0.0 -0.1 0.21
```
Forces are in eV/Å.

Summary:
- Gap between HOMO and LUMO: 9.5 eV
- HOMO energy: -8.87 eV
- Max |F|: 0.891 eV/A
- Net charge: 0
- ΔE to the lowest compared entry with this formula, charge and spin: 1.3153 eV
- SMILES: COC(=O)c1cc(S(=O)(=O)NCCc2ccc(C)cc2)c[nH]1



The following is a quantum chemistry calculation of 2 unconnected molecules or ions with the total composition C15H18O2 at a distorted geometry, from the Open Molecules 2025 dataset.

```
35
Properties=species:S:1:pos:R:3:forces:R:3:mulliken_charge:R:1
C 0.973266 2.116410 -2.505025 -0.9 -0.1 0.9 -1.47
C 1.361167 1.447475 -1.136676 -2.0 -0.5 -0.6 0.04
C 0.499267 1.937671 0.051377 0.1 -1.3 1.1 0.11
C -0.768642 1.439987 0.434511 1.6 2.9 0.5 -0.22
C -1.463602 1.954215 1.544520 3.6 -0.1 -0.8 -1.19
C -0.646139 2.613261 2.485650 -1.0 -0.9 -1.0 0.98
O -1.167039 2.822738 3.694536 -3.0 -1.6 2.5 -0.59
C 0.673469 3.035854 2.219782 -2.3 2.1 3.4 -0.88
C 1.124406 2.743911 1.001290 3.0 0.5 -2.8 -0.12
H -0.052362 2.134496 -2.911710 -0.4 -0.2 1.4 0.33
H 1.363191 1.582093 -3.303713 1.7 -1.0 -1.4 0.47
H 1.266644 3.130553 -2.586440 0.6 1.1 0.1 0.39
H 1.117506 0.341572 -1.295909 0.8 1.3 0.5 -0.33
H 2.446396 1.629676 -0.899211 -1.1 -0.4 -0.4 0.49
H -1.247894 0.820321 -0.203935 -1.6 -2.0 -2.0 0.70
H -2.509953 1.845300 1.578762 -1.0 -0.4 0.7 0.42
H -1.946446 2.117203 3.882174 2.8 2.7 -0.8 0.36
H 1.048696 3.821242 3.008856 -0.1 -1.9 -1.8 0.25
H 2.110374 3.135704 0.659989 -0.6 -0.2 0.6 0.28
C -2.357242 -3.470443 -1.290677 0.9 1.7 -0.7 -1.77
C -0.927809 -3.028264 -0.904536 -2.7 1.4 1.0 0.55
C -1.038807 -2.467295 0.407214 0.3 -0.5 1.3 -0.51
C 0.014273 -1.943068 1.158719 -1.1 -1.4 -3.8 -0.58
C 1.238482 -1.872719 0.456268 -1.9 0.4 2.0 0.53
O 2.102021 -1.140282 1.243338 3.4 -1.2 -2.6 -0.49
C 1.364445 -2.380465 -0.829880 -3.6 0.1 2.3 -0.71
C 0.266690 -2.898975 -1.572257 1.6 0.2 -0.8 -0.28
H -2.497387 -3.886705 -2.211778 0.5 -1.3 -2.9 0.49
H -3.220637 -2.789862 -1.313374 0.9 0.9 0.6 0.34
H -2.672054 -4.218053 -0.670210 -0.6 -2.0 2.1 0.48
H -2.035132 -2.513772 0.920702 0.9 0.0 -0.7 0.26
H -0.192465 -1.514684 2.093459 0.3 0.5 1.1 0.52
H 3.003185 -1.290052 0.791986 -1.6 0.8 1.4 0.35
H 2.203179 -2.205568 -1.312689 4.1 0.6 -2.3 0.59
H 0.566952 -3.049475 -2.685114 -1.3 -0.3 2.1 0.22
```
Forces are in eV/Å.

Summary:
- Gap between HOMO and LUMO: 8.7 eV
- HOMO energy: -7.98 eV
- Max |F|: 4.757 eV/A
- Net charge: 0
- ΔE to the lowest compared entry with this formula, charge and spin: 3.6088 eV
- SMILES: CCc1ccc(O)cc1.Cc1ccc(O)cc1



The following is a quantum chemistry calculation of a molecular structure, C15H19AsAuN3O at a distorted geometry, from the Open Molecules 2025 dataset.

```
40
Properties=species:S:1:pos:R:3:forces:R:3:mulliken_charge:R:1
Au 0.079337 0.775146 0.300263 0.5 -1.0 -0.3 0.34
O 3.143781 -2.282708 -0.452500 0.0 0.0 0.0 -0.77
C 2.398413 -1.291475 -0.408398 0.1 -0.1 -0.2 0.15
N 1.258638 -1.176615 0.253466 0.1 0.3 0.4 -0.33
C 1.012467 -2.315234 1.095193 -0.2 -0.1 0.1 -0.58
C -0.023357 -2.081597 2.162678 0.0 0.0 0.0 0.42
C -0.481056 -3.164441 2.921184 0.0 0.0 0.0 -0.66
C -1.381169 -2.946917 3.940485 0.0 0.0 0.0 -0.30
C -1.814401 -1.645976 4.183127 0.0 0.0 0.0 -0.59
C -1.319576 -0.640104 3.379829 0.0 0.0 0.0 -0.35
N -0.445017 -0.847098 2.390490 -0.1 0.2 0.2 -0.14
C 2.831127 -0.071367 -1.186683 0.0 0.0 0.0 0.45
C 3.816890 -0.196259 -2.161284 -0.1 0.0 0.1 -0.42
C 4.224791 0.932656 -2.842985 0.0 0.0 0.0 -0.29
C 3.648896 2.155631 -2.522073 0.0 0.1 0.0 -0.53
C 2.683504 2.187159 -1.532976 0.0 0.0 0.0 -0.31
N 2.280060 1.096633 -0.879179 0.0 0.4 0.0 -0.28
H 1.935148 -2.619219 1.608326 0.0 0.0 -0.1 0.38
H 0.717075 -3.201017 0.516653 0.0 0.0 0.0 0.30
H -0.111112 -4.156708 2.695235 0.0 0.0 0.0 0.39
H -1.742971 -3.772231 4.540227 0.0 0.0 0.0 0.41
H -2.518439 -1.415421 4.970717 0.0 0.0 0.0 0.37
H -1.635823 0.387778 3.524790 0.0 0.0 0.0 0.40
H 4.229375 -1.180174 -2.330890 0.0 0.0 0.0 0.43
H 4.985115 0.865045 -3.610567 0.0 0.0 0.0 0.41
H 3.938067 3.071570 -3.018847 0.0 0.0 0.0 0.37
H 2.212371 3.119897 -1.244009 0.0 0.0 0.0 0.44
C -3.029491 2.919838 -0.183947 -0.1 0.0 -0.1 -1.08
As -1.866344 1.480611 -0.741515 -0.3 0.1 -0.1 0.39
C -3.064494 -0.043573 -0.867643 0.0 0.2 0.1 -1.08
C -1.644247 1.831951 -2.635691 0.0 0.1 0.1 -1.09
H -3.888446 2.962707 -0.853514 0.0 0.1 0.0 0.35
H -2.483764 3.860554 -0.223484 0.0 0.0 0.0 0.34
H -3.367139 2.751866 0.836731 0.0 0.0 0.0 0.33
H -3.931252 0.193550 -1.484301 0.0 0.0 0.0 0.40
H -3.378772 -0.344217 0.129855 0.0 0.0 0.0 0.33
H -2.489766 -0.854123 -1.312302 -0.1 0.0 0.0 0.33
H -2.616346 1.983740 -3.103868 0.0 0.0 0.0 0.39
H -1.147723 0.963815 -3.065651 0.0 0.0 -0.1 0.33
H -1.014349 2.706329 -2.786944 0.0 0.0 0.0 0.34
```
Forces are in eV/Å.

Summary:
- Gap between HOMO and LUMO: 8.2 eV
- HOMO energy: -7.60 eV
- Max |F|: 1.159 eV/A
- Net charge: 0
- ΔE to the lowest compared entry with this formula, charge and spin: 0.0000 eV



The following is a quantum chemistry calculation of a molecular structure, C15H19AsIrN4O6S, from the Open Molecules 2025 dataset.

```
47
Properties=species:S:1:pos:R:3:forces:R:3:mulliken_charge:R:1
Ir 0.204848 -0.267953 -0.556477 0.2 -0.1 0.2 0.94
O -3.735423 0.143467 -2.800768 0.0 0.0 0.0 -0.60
As -2.116517 0.712850 -2.475522 0.0 0.0 0.2 0.99
O -1.262532 0.946301 -3.823210 0.0 0.0 0.0 -0.68
O -1.553830 -0.525145 -1.387135 -0.1 0.1 -0.1 -0.63
C -2.511432 2.204930 -1.287699 0.0 0.0 -0.1 -0.40
C -3.810616 2.691333 -1.352367 0.0 0.0 0.0 -0.33
C -4.212120 3.773558 -0.576817 0.0 0.0 0.0 -0.67
C -3.318237 4.393628 0.276063 0.0 0.0 0.0 -0.64
C -2.014047 3.929663 0.356320 0.0 0.0 0.0 -0.80
C -1.620389 2.845122 -0.414861 0.0 0.0 0.0 0.82
S 0.057300 2.358320 -0.199823 -0.1 0.1 -0.1 1.60
O 0.468997 1.628235 -1.437829 0.0 0.0 0.0 -0.61
O 0.828681 3.465069 0.226840 0.0 0.0 0.0 -0.61
O 0.080754 1.188811 0.818055 -0.1 0.0 -0.1 -0.66
H -3.802458 -0.046694 -3.747000 0.0 0.0 0.0 0.34
H -4.517510 2.217557 -2.017869 0.0 0.0 0.0 0.58
H -5.229426 4.132871 -0.653295 0.0 0.0 0.0 0.40
H -3.623639 5.242117 0.872263 0.0 0.0 0.0 0.42
H -1.295803 4.415865 1.001654 0.0 0.0 0.0 0.49
C 4.703859 0.353924 2.547996 0.0 0.0 0.0 -1.33
C 3.961486 0.041053 1.296310 0.0 0.0 0.0 0.56
C 4.402542 -0.251789 0.022206 0.0 0.0 0.0 -0.88
C 3.255354 -0.423723 -0.764160 0.0 0.0 0.0 0.64
N 2.177493 -0.260277 0.000142 0.0 0.0 -0.1 0.07
N 2.617578 0.013776 1.247842 0.0 0.0 0.0 0.18
C 3.136853 -0.705375 -2.221935 0.0 0.0 0.0 -1.41
H 5.773627 0.305664 2.362921 0.0 0.0 0.0 0.36
H 4.461043 -0.355864 3.338994 0.0 0.0 0.0 0.32
H 4.465031 1.357226 2.902051 0.0 0.0 0.0 0.33
H 5.425377 -0.321517 -0.304774 0.0 0.0 0.0 0.50
H 1.956702 0.301745 1.951781 0.0 0.0 0.0 0.28
H 4.068046 -1.114488 -2.606498 0.0 0.0 0.0 0.40
H 2.909089 0.210813 -2.769196 0.0 0.0 0.0 0.27
H 2.337949 -1.420189 -2.428386 0.0 0.0 0.0 0.29
C -2.413831 -4.471299 1.693269 0.0 0.0 0.0 -0.84
N -1.287528 -3.640362 1.282116 0.0 0.0 0.0 0.12
C 0.040578 -3.992915 1.337127 0.0 0.0 -0.1 -0.52
C 0.738438 -2.961445 0.798201 0.0 0.0 0.2 -0.41
N -0.161223 -1.982650 0.432312 0.1 -0.1 -0.2 -0.21
C -1.372189 -2.428662 0.727734 -0.1 -0.1 0.0 0.00
H -2.168591 -4.969728 2.627176 0.0 0.0 0.0 0.35
H -2.632140 -5.211857 0.926987 0.0 0.0 0.0 0.33
H -3.283466 -3.838754 1.846660 0.0 0.0 0.0 0.32
H 0.364938 -4.934317 1.743315 0.0 0.0 0.0 0.45
H 1.798662 -2.841415 0.662889 0.0 0.0 0.0 0.42
H -2.292275 -1.907481 0.526399 0.0 0.0 0.0 0.46
```
Forces are in eV/Å.

Summary:
- Gap between HOMO and LUMO: 8.1 eV
- HOMO energy: -12.21 eV
- Max |F|: 0.254 eV/A
- Net charge: +1
- ΔE to the lowest compared entry with this formula, charge and spin: 0.0878 eV



The following is a quantum chemistry calculation of a molecular structure, C15H19AsIrN4O6S at a distorted geometry, from the Open Molecules 2025 dataset.

```
47
Properties=species:S:1:pos:R:3:forces:R:3:mulliken_charge:R:1
Ir 0.003122 0.772396 0.274959 0.4 1.2 -0.8 1.32
O 3.776285 2.751103 -0.454013 0.0 0.0 0.0 -0.58
As 3.158546 1.232321 0.168026 0.0 -0.1 0.1 1.07
O 4.142632 -0.024137 -0.000404 0.1 0.0 0.0 -0.66
O 1.659292 1.155547 -0.689496 -0.5 0.1 0.4 -0.67
C 2.775403 1.837781 1.989277 0.1 0.1 0.0 0.04
C 3.550923 2.918389 2.402878 0.0 0.0 0.0 -0.40
C 3.498127 3.393606 3.707657 0.0 0.0 0.0 -0.73
C 2.674815 2.788807 4.640817 0.0 0.0 0.0 -0.65
C 1.895510 1.708183 4.257593 0.0 0.0 0.0 -0.93
C 1.944788 1.244009 2.949941 -0.1 -0.1 0.0 0.62
S 0.817203 -0.077538 2.610266 0.3 -0.1 0.2 1.42
O 1.234703 -0.671726 1.310422 -0.3 -0.4 -0.4 -0.71
O 0.699205 -0.947169 3.717963 -0.1 0.2 0.1 -0.63
O -0.503832 0.612735 2.215329 0.3 0.2 0.5 -0.72
H 4.240712 2.600532 -1.288469 0.1 0.0 0.1 0.33
H 4.220007 3.388772 1.696659 0.0 0.0 0.0 0.57
H 4.125055 4.227648 3.993433 0.0 0.0 0.0 0.44
H 2.645625 3.138900 5.663289 0.0 0.0 0.0 0.45
H 1.260056 1.206637 4.975952 0.0 0.0 0.0 0.48
C -5.471501 1.216058 0.351971 0.0 0.0 0.0 -1.28
C -4.167696 0.499774 0.318151 0.0 0.0 0.0 0.86
C -3.869265 -0.845538 0.305576 0.0 -0.1 0.0 -1.19
C -2.472344 -0.946084 0.253259 -0.1 0.2 -0.1 0.91
N -1.959407 0.284812 0.214880 0.1 -0.7 0.0 -0.04
N -2.990198 1.151148 0.276313 0.0 0.1 0.0 0.16
C -1.601239 -2.152584 0.242297 0.0 -0.1 0.0 -1.27
H -6.282515 0.492590 0.364917 0.0 0.0 0.0 0.35
H -5.596749 1.849820 -0.526311 0.0 0.0 0.0 0.34
H -5.558831 1.837631 1.243399 0.0 0.0 0.0 0.32
H -4.574999 -1.657463 0.328351 0.0 0.0 0.0 0.42
H -2.815090 2.140401 0.228167 0.0 0.0 0.0 0.15
H -2.207281 -3.054046 0.288692 0.0 0.0 0.0 0.36
H -0.926984 -2.152173 1.099061 0.0 0.0 0.0 0.26
H -0.997027 -2.195714 -0.664735 0.0 0.0 0.0 0.32
C -0.103532 6.068966 1.234168 0.0 0.0 0.0 -0.83
N -0.236510 4.857071 0.431443 -0.1 -0.1 0.1 0.12
C -0.172142 4.774217 -0.937288 0.0 -0.1 0.0 -0.24
C -0.286851 3.457768 -1.254949 -0.1 0.0 -0.1 -0.86
N -0.436941 2.747760 -0.088115 -0.1 -0.4 0.0 0.07
C -0.384007 3.618265 0.912223 -0.1 0.1 0.0 -0.52
H -0.352209 6.926540 0.616031 0.0 0.0 0.0 0.33
H 0.917723 6.167723 1.595922 0.0 0.0 0.0 0.33
H -0.791809 6.027113 2.074154 0.0 0.0 0.0 0.35
H -0.042535 5.645056 -1.554734 0.0 0.0 0.0 0.47
H -0.260019 2.974643 -2.215066 0.0 0.0 0.0 0.50
H -0.447917 3.368649 1.959445 0.0 0.0 0.0 0.57
```
Forces are in eV/Å.

Summary:
- Gap between HOMO and LUMO: 8.2 eV
- HOMO energy: -12.26 eV
- Max |F|: 1.495 eV/A
- Net charge: +1
- ΔE to the lowest compared entry with this formula, charge and spin: 1.3278 eV



The following is a quantum chemistry calculation of a molecular structure, C15H19AuN3O11P2S, from the Open Molecules 2025 dataset.

```
52
Properties=species:S:1:pos:R:3:forces:R:3:mulliken_charge:R:1
Au -0.542777 -0.862448 -1.902241 0.5 0.2 -0.3 0.75
C -5.177410 -0.560608 0.769083 -0.2 0.0 -0.1 -1.47
C -3.877652 -0.353266 0.022462 0.1 0.5 0.5 0.78
O -3.895146 0.757194 -0.697673 -0.7 -0.5 0.4 -0.44
P -2.326879 -0.525074 1.115039 0.2 -0.1 0.6 0.67
O -2.847421 -1.347050 2.366861 -0.1 0.0 -0.1 -0.52
O -2.132604 0.927907 1.693246 -0.2 0.2 0.1 -0.55
O -1.069258 -1.048219 0.557870 -0.2 0.1 0.0 -0.25
P -3.675128 -1.906567 -1.256242 -0.1 -0.8 -0.5 0.87
O -3.187441 -2.993251 -0.165044 0.0 0.0 -0.2 -0.44
O -5.018368 -2.193491 -1.750113 -0.1 0.1 0.1 -0.67
O -2.567797 -1.501122 -2.173689 0.3 0.2 0.2 -0.70
H -5.346597 0.285579 1.439020 0.1 0.0 0.1 0.40
H -5.195019 -1.483179 1.338958 0.0 0.0 0.0 0.36
H -5.988608 -0.573969 0.043186 0.0 0.0 0.0 0.46
H -2.946435 0.978716 -1.054163 0.5 0.0 -0.5 0.38
H -2.759880 -2.304751 2.244786 0.0 0.1 0.0 0.41
H -2.847781 1.300095 2.233439 0.1 -0.1 -0.1 0.36
H -3.736665 -3.791217 -0.250541 0.0 0.2 0.1 0.35
O -2.237603 3.083379 -2.000249 0.3 -0.3 0.0 -0.56
C -1.347424 2.292245 -1.779698 -0.1 0.8 -0.3 0.13
O -1.591772 1.046131 -1.426140 0.2 -0.4 0.1 -0.33
C 0.094971 2.708224 -1.812323 -0.1 -0.1 0.0 0.22
C 0.930145 2.285811 -0.783213 0.0 0.0 0.0 -0.10
C 2.248243 2.697521 -0.744629 0.1 0.0 0.0 -0.63
C 2.714198 3.525694 -1.753427 -0.3 -0.1 -0.1 -0.20
C 1.895856 3.958825 -2.781939 0.2 0.1 0.0 -0.58
C 0.568964 3.557058 -2.801353 0.0 -0.1 0.1 -0.50
N 4.122254 3.954756 -1.715133 0.3 0.1 0.0 1.01
O 4.805187 3.537921 -0.795701 -0.1 0.0 -0.1 -0.61
O 4.508559 4.691849 -2.594805 -0.1 -0.1 0.1 -0.59
H 0.494763 1.665249 -0.007321 0.1 0.0 0.1 0.84
H 2.934452 2.416550 0.043353 0.0 0.1 0.1 0.67
H 2.298643 4.613146 -3.541284 0.0 0.0 0.0 0.50
H -0.098503 3.897631 -3.580785 0.0 0.0 0.0 0.51
C 2.779267 0.248668 2.662608 0.0 0.2 0.0 -1.45
C 2.569507 -0.909097 1.754266 0.0 -0.1 0.0 1.17
C 2.673935 -2.228121 2.121898 -0.1 -0.1 -0.1 -0.92
C 2.466839 -3.218916 1.153413 0.0 0.3 0.1 0.82
N 2.135523 -2.897901 -0.103951 0.0 -0.2 -0.2 -0.48
C 2.037939 -1.639520 -0.440072 0.1 0.1 0.4 0.26
S 1.719847 -1.143392 -2.082914 -0.7 0.1 -0.3 -0.30
N 2.269866 -0.652617 0.463705 0.0 -0.2 0.0 0.34
C 2.608962 -4.662687 1.464936 0.0 -0.1 0.0 -1.21
H 3.013161 -0.085227 3.668942 0.0 0.0 0.0 0.40
H 1.879670 0.867099 2.696926 0.0 0.0 0.0 0.35
H 3.599212 0.874869 2.304748 0.0 0.0 0.0 0.36
H 2.921241 -2.490994 3.139327 0.0 0.0 0.0 0.41
H 2.203492 0.306069 0.142404 0.0 0.1 -0.1 -0.30
H 2.892306 -4.827125 2.500906 0.0 0.0 0.0 0.37
H 3.356750 -5.102794 0.803597 0.0 0.0 0.0 0.34
H 1.670394 -5.175581 1.249679 0.0 0.0 0.0 0.32
```
Forces are in eV/Å.

Summary:
- Gap between HOMO and LUMO (alpha / beta): 8.4 / 6.1 eV
- HOMO energy (alpha / beta): -12.46 / -12.44 eV
- Max |F|: 0.922 eV/A
- Net charge: +1
- Spin multiplicity: 3



| no. | E (Ha) |
| --- | --- |
| 1 | -1391.062504 |
| 2 | -732.733710 |
| 3 | -3193.956621 |
| 4 | -3991.548280 |
| 5 | -3991.502711 |
| 6 | -2791.326623 |